A 9-piece molecular cluster, C50H116N6O12 overall, computed with ωB97M-V/def2-TZVPD.

Atoms and positions in Å:
C -1.1316 0.8328 -4.8365
C -2.4454 0.1259 -4.5842
C -2.5970 -1.0685 -5.5638
C -2.3038 -0.3564 -3.0962
C -2.4691 0.7718 -2.1132
C -3.7986 1.4214 -2.3019
C -3.9630 2.0435 -3.6557
C -5.3976 2.5527 -3.7849
C -3.0762 3.3313 -3.7819
N -3.7082 0.9402 -4.6410
O -3.9097 1.4732 -5.9379
H -1.2189 1.6018 -5.5976
H -0.7949 1.2920 -3.9079
H -0.3760 0.1550 -5.0668
H -3.5654 -1.5416 -5.3118
H -2.6752 -0.8068 -6.5996
H -1.7757 -1.7496 -5.3747
H -3.1679 -1.0393 -2.9215
H -1.3879 -0.9200 -3.0914
H -2.2978 0.3463 -1.0994
H -1.6739 1.5276 -2.0747
H -3.8606 2.2507 -1.6339
H -4.6579 0.7499 -2.1739
H -6.1286 1.8098 -3.5882
H -5.6151 2.9378 -4.7530
H -5.4617 3.3378 -3.0312
H -2.1335 3.1612 -4.2733
H -2.8009 3.8061 -2.8102
H -3.6620 4.0563 -4.2996
H -3.1818 2.0760 -6.1197
C 4.4747 5.0965 6.1488
C 4.3522 3.8521 5.2801
C 4.9643 2.7011 6.0728
C 2.8694 3.5918 5.1563
C 2.5295 2.3832 4.2834
C 3.1132 2.6425 2.9056
C 4.5920 3.0060 2.8959
C 5.4415 1.7767 3.0746
C 4.9273 3.6126 1.4689
N 4.7896 4.1100 3.8401
O 6.1510 4.5667 3.7456
H 4.2892 4.9026 7.1859
H 5.4960 5.4593 6.2966
H 3.8200 5.8841 5.7408
H 6.0258 2.8231 6.1334
H 4.4508 2.7223 7.0600
H 4.8958 1.6648 5.7364
H 2.6341 3.4681 6.2172
H 2.3407 4.4773 4.7925
H 2.9846 1.4740 4.6168
H 1.4637 2.2938 4.2063
H 2.6717 3.5549 2.4425
H 2.9474 1.7987 2.1985
H 6.4936 2.0669 3.1179
H 5.4306 1.2153 2.1225
H 5.3005 1.0843 3.8743
H 4.3563 2.9936 0.7715
H 5.9572 3.6601 1.1865
H 4.5608 4.6619 1.3993
H 5.9599 5.4462 3.4228
C -0.5162 -6.0863 2.7682
C -1.1822 -4.7759 2.1818
C -1.7453 -3.9317 3.3901
C -0.0049 -3.9594 1.4811
C 0.4314 -4.4062 0.0688
C -0.8295 -4.5811 -0.7781
C -1.9682 -5.4372 -0.1164
C -3.2251 -5.3272 -1.0008
C -1.5098 -6.9257 -0.0744
N -2.2512 -4.9231 1.1856
O -3.2791 -5.7259 1.8258
H -1.2562 -6.8031 3.1193
H 0.0396 -6.5736 2.0201
H 0.0920 -5.7728 3.6301
H -1.1846 -3.1866 3.9597
H -2.6009 -3.3950 2.9858
H -2.2366 -4.5507 4.1365
H -0.4630 -2.9385 1.3158
H 0.8962 -4.0204 2.1455
H 1.0636 -3.7031 -0.4723
H 1.1004 -5.2984 0.1607
H -0.6059 -5.1930 -1.6752
H -1.2033 -3.6045 -1.1244
H -3.3941 -4.2545 -1.0919
H -4.0779 -5.8494 -0.5479
H -2.9429 -5.6971 -1.9973
H -0.4216 -7.0478 0.0713
H -1.7967 -7.4559 -0.9855
H -1.9434 -7.4272 0.7436
H -4.0231 -5.1087 1.8885
C 1.4370 -1.5479 -7.5094
C 2.5581 -1.9217 -6.5341
C 1.9201 -2.2443 -5.1992
C 3.3518 -3.1467 -7.1339
C 4.6994 -3.3673 -6.3939
C 5.5579 -2.1188 -6.3570
C 4.8395 -0.8277 -5.8021
C 4.7426 -0.9528 -4.3286
C 5.6938 0.4225 -6.2835
N 3.4896 -0.7067 -6.4986
O 2.7805 0.4009 -5.9323
H 2.0094 -1.0828 -8.3269
H 0.9690 -2.4238 -7.8716
H 0.7367 -0.8376 -7.1617
H 2.5601 -2.8384 -4.5640
H 1.7744 -1.3300 -4.6261
H 0.8940 -2.6760 -5.3102
H 2.7158 -4.0219 -6.9890
H 3.5950 -2.9700 -8.1797
H 4.5000 -3.6773 -5.3961
H 5.2646 -4.1829 -6.8866
H 5.9080 -1.8909 -7.3356
H 6.5026 -2.1798 -5.8029
H 4.2832 -0.1536 -3.7805
H 5.7565 -0.9710 -3.9351
H 4.2948 -1.9096 -4.0289
H 5.1129 1.3203 -6.1278
H 5.9634 0.2609 -7.3168
H 6.5647 0.6872 -5.6794
H 2.5890 0.9636 -6.7149
C 1.8544 0.3914 -0.9069
O 1.3348 0.7550 0.3572
C 0.2247 0.0196 0.8583
C 0.2854 0.1600 2.3508
C 1.4669 -0.7088 2.9435
N -0.9672 -0.2355 3.0201
H 2.4260 1.1805 -1.3065
H 1.0144 0.2470 -1.6081
H 2.4643 -0.5500 -0.8069
H -0.6587 0.3940 0.3951
H 0.3867 -0.9954 0.5413
H 0.4845 1.2617 2.5252
H 1.4877 -0.7485 4.0452
H 2.4222 -0.3942 2.5846
H 1.3131 -1.7181 2.5979
H -1.1543 -1.2390 2.9492
H -0.8626 0.1366 3.9263
C -6.6782 -0.8060 3.9365
O -6.8698 -1.4199 2.6967
C -5.8585 -1.0304 1.7655
C -4.7033 -2.0088 1.6774
C -3.8280 -1.6339 0.5085
N -5.1462 -3.3743 1.4997
H -7.6312 -0.9489 4.4595
H -6.4796 0.2712 3.9184
H -5.8850 -1.2350 4.5881
H -6.3628 -0.9674 0.8240
H -5.5069 -0.0418 1.9150
H -4.1380 -1.9476 2.6331
H -4.5344 -1.7133 -0.2947
H -3.0089 -2.3612 0.4748
H -3.4464 -0.6081 0.5132
H -5.3270 -3.5859 0.5277
H -5.9683 -3.4369 2.0934
O 1.9668 6.0753 1.6201
C 1.7722 5.5588 0.2664
C 0.6610 4.5289 0.2598
O -0.4669 5.0615 0.8550
H 2.4815 5.4679 2.1412
H 1.4362 6.5136 -0.2548
H 2.6493 5.1872 -0.2193
H 1.0538 3.6307 0.7955
H 0.4256 4.3326 -0.7548
H -0.2840 5.3108 1.7812
O -3.0768 3.7690 0.5643
C -3.1186 2.4016 1.0820
C -3.2655 2.4089 2.5613
O -3.4265 1.1242 3.1673
H -2.2439 4.2593 0.8504
H -4.0423 2.0505 0.6581
H -2.1813 1.9209 0.8169
H -4.1925 2.9353 2.7657
H -2.4904 3.0284 3.0071
H -2.6149 0.5468 3.0114
O -2.2336 1.2429 5.6163
C -1.6364 2.3580 6.1299
C -0.6289 1.9000 7.1907
O -1.3384 1.1977 8.2136
H -2.8789 1.4796 4.9228
H -1.0610 2.9036 5.3956
H -2.4507 2.8743 6.5533
H -0.0741 2.6927 7.6498
H 0.1039 1.1676 6.7769
H -2.0689 0.7381 7.7975

Total charge = 0
HOMO energy = -8.5538 eV
2S+1 = 1
LUMO energy = 0.242 eV
Electronic energy = -3205.76956 Ha
Gap between HOMO and LUMO = 8.80 eV